An isolated ion of composition C18H21F3N and charge +1, computed with ωB97M-V with the def2-TZVPD basis set.

Bonds (Å) are listed after each position.
Geometry (Å):
1 C -1.352 -6.374 -2.287  C2 1.531, H23 1.095, H24 1.096, H25 1.096
2 C -0.704 -5.342 -1.361  C1 1.531, C3 1.523, H26 1.094, H27 1.095
3 C -1.559 -4.145 -0.965  C2 1.523, C4 1.564, H28 1.103, H29 1.102
4 C -0.793 -3.181 0.000  C3 1.564, N5 1.534, H30 1.096, H31 1.092
5 N -1.570 -2.018 0.630  C4 1.534, C6 1.828, H32 1.018, H33 1.035
6 C -1.566 -1.371 2.340  N5 1.828, C7 1.511, C13 1.490, H34 1.099
7 C -2.734 -0.436 2.550  C6 1.511, C8 1.413, C12 1.401
8 C -3.973 -0.964 2.978  C7 1.413, C9 1.396, H35 1.095
9 C -5.074 -0.126 3.156  C8 1.396, C10 1.403, H36 1.092
10 C -4.971 1.253 2.917  C9 1.403, C11 1.395, H37 1.093
11 C -3.762 1.768 2.452  C10 1.395, C12 1.399, H38 1.088
12 C -2.665 0.927 2.234  C7 1.401, C11 1.399, H39 1.093
13 C -0.196 -0.908 2.699  C6 1.490, C14 1.393, C22 1.420
14 C 0.833 -1.831 2.535  C13 1.393, C15 1.387, H40 1.086
15 C 2.169 -1.471 2.632  C14 1.387, C16 1.386, H41 1.077
16 C 2.511 -0.170 2.969  C15 1.386, C17 1.503, C21 1.392
17 C 3.950 0.259 3.006  C16 1.503, F18 1.371, F19 1.367, F20 1.373
18 F 4.122 1.471 2.389  C17 1.371
19 F 4.767 -0.639 2.378  C17 1.367
20 F 4.401 0.403 4.294  C17 1.373
21 C 1.515 0.755 3.267  C16 1.392, C22 1.399, H42 1.092
22 C 0.171 0.373 3.191  C13 1.420, C21 1.399, H43 1.096
23 H -0.683 -7.231 -2.418  C1 1.095
24 H -2.291 -6.769 -1.885  C1 1.096
25 H -1.549 -5.973 -3.288  C1 1.096
26 H -0.385 -5.860 -0.451  C2 1.094
27 H 0.214 -4.991 -1.844  C2 1.095
28 H -1.864 -3.614 -1.883  C3 1.103
29 H -2.490 -4.485 -0.482  C3 1.102
30 H -0.312 -3.772 0.789  C4 1.096
31 H -0.005 -2.694 -0.578  C4 1.092
32 H -2.574 -2.184 0.614  N5 1.018
33 H -1.468 -1.202 0.001  N5 1.035
34 H -1.758 -2.348 2.805  C6 1.099
35 H -4.057 -2.030 3.213  C8 1.095
36 H -6.028 -0.545 3.485  C9 1.092
37 H -5.824 1.912 3.098  C10 1.093
38 H -3.660 2.832 2.247  C11 1.088
39 H -1.745 1.360 1.833  C12 1.093
40 H 0.572 -2.866 2.334  C14 1.086
41 H 2.929 -2.212 2.448  C15 1.077
42 H 1.780 1.774 3.560  C21 1.092
43 H -0.572 1.104 3.529  C22 1.096

Computed properties:
- Lowest unoccupied orbital energy: -3.88 eV
- E_HOMO: -0.478 Eh
- Molecular weight: 308.4 g mol⁻¹
- Largest force on an atom: 1.4 eV/Å
- E: -1052.6057 Eh
- Charge: +1